# C21H42AsN5O4PdSi3

A molecular structure, C21H42AsN5O4PdSi3 in a non-equilibrium geometry (ωB97M-V/def2-TZVPD, the Open Molecules 2025 dataset).

Properties
Gap between HOMO and LUMO (spin up / spin down) (eV): 8.68 / 6.29
Energy relative to the best compared isomer or geometry (same formula, charge and spin) (kcal/mol): 20.7
Total charge: +4
HOMO energy (spin up / spin down) (eV): -19.83 / -20.27
2S+1: 5

Cartesian coordinates (Å):
Pd 0.5831 1.4617 -0.2109
O -1.2892 5.6452 -0.2219
C -0.5830 4.5500 -0.1340
O -1.0569 3.4165 -0.1360
C 0.8829 4.8117 -0.0233
C 1.4196 6.0905 0.0258
C 2.7933 6.2121 0.1821
C 3.5594 5.0620 0.3055
C 2.9266 3.8300 0.2357
N 1.6145 3.7077 0.0584
C 3.5937 2.4963 0.4236
O 4.8948 2.3780 0.4579
O 2.8988 1.5029 0.5467
H -2.2459 5.4846 -0.2467
H 0.7855 6.9621 -0.0552
H 3.2578 7.1887 0.2211
H 4.6253 5.1509 0.4748
H 5.3887 3.2057 0.3599
C 3.1133 -4.9265 0.8890
C 4.0734 -4.1777 -0.0441
C 3.6700 -4.2824 -1.5138
C 4.3108 -2.7246 0.3606
N 3.1145 -1.8618 0.1675
C 2.8427 -1.0489 -0.8447
N 1.6451 -0.5277 -0.6535
N 1.2134 -1.0511 0.5242
N 2.0872 -1.8462 1.0159
H 2.6682 -5.7767 0.3728
H 2.3075 -4.2927 1.2666
H 3.6384 -5.3191 1.7590
H 5.0609 -4.6328 0.0578
H 2.6857 -3.8319 -1.7007
H 3.6050 -5.3272 -1.8126
H 4.3964 -3.8005 -2.1723
H 5.0901 -2.2825 -0.2586
H 4.5975 -2.6308 1.4063
H 3.5026 -0.8672 -1.6777
C -3.3659 -3.1839 -1.5425
Si -1.6050 -2.7494 -1.4591
C -0.8483 -1.9280 -2.8977
C -0.6429 -3.7404 -0.2748
As -1.4619 0.2063 0.0517
Si -3.6422 1.7616 -1.5445
C -4.6051 0.2740 -1.9712
C -4.3951 2.7867 -0.2452
C -2.4809 2.3867 -2.8049
Si -1.8784 -0.2143 3.1202
C -3.0077 -1.6129 2.8380
C -2.5835 1.4388 3.3954
C -0.1659 -0.5318 3.6190
H -3.3797 -4.2656 -1.7460
H -3.9112 -2.6853 -2.3419
H -3.8958 -3.0452 -0.5965
H -0.2541 -2.6838 -3.4294
H -0.1695 -1.1139 -2.6405
H -1.6211 -1.5671 -3.5773
H -1.2890 -4.5427 0.0894
H -0.2598 -3.1839 0.5804
H 0.2178 -4.1860 -0.7855
H -4.6895 -0.4295 -1.1409
H -4.2281 -0.2378 -2.8566
H -5.6259 0.6179 -2.1932
H -5.1222 2.1909 0.3094
H -4.9444 3.6023 -0.7341
H -3.6761 3.2181 0.4511
H -2.4638 1.7095 -3.6599
H -1.4640 2.5276 -2.4388
H -2.8338 3.3653 -3.1524
H -3.7540 -1.3958 2.0719
H -3.5558 -1.7901 3.7749
H -2.4722 -2.5302 2.5905
H -3.6457 1.4735 3.1525
H -2.0529 2.2179 2.8418
H -2.4670 1.6720 4.4623
H 0.1959 -1.5028 3.2815
H -0.1501 -0.5206 4.7187
H 0.5234 0.2433 3.2784

***

# C21H42BCrF3N3O7SSbSi3

A molecular structure, C21H42BCrF3N3O7SSbSi3 in a non-equilibrium geometry (ωB97M-V/def2-TZVPD, the Open Molecules 2025 dataset).

Properties
Gap between HOMO and LUMO (spin up / spin down) (eV): 7.96 / 7.92
Energy relative to the best compared isomer or geometry (same formula, charge and spin) (kcal/mol): 51.2
Total charge: 0
HOMO energy (spin up / spin down) (eV): -7.81 / -7.82
2S+1: 5

Cartesian coordinates (Å):
Cr -1.1644 1.4034 0.3479
C -3.3641 -0.3596 -3.4853
O -2.2344 -1.2242 -3.6826
C -1.0204 -0.5900 -3.6002
O -1.4671 0.2294 -1.1521
N 0.6301 0.8002 -2.1788
N 0.8823 1.7104 -1.1023
H -4.2436 -0.9967 -3.4974
H -3.4377 0.3629 -4.2980
H -3.2985 0.1604 -2.5336
H 1.1062 1.0337 -3.0389
H 0.4778 2.6141 -1.3347
H 1.8820 1.8319 -0.9957
F -0.6633 4.6030 0.0480
C -1.9573 4.9002 -0.1389
F -2.4904 5.1380 1.0706
F -2.0238 6.0040 -0.8725
S -2.8371 3.5344 -0.9957
O -4.0352 4.1538 -1.4728
O -3.0581 2.4882 0.0446
O -1.8527 3.1167 -1.9712
O -0.8473 0.2809 -4.7562
B -0.6824 0.2195 -2.2329
O -0.0502 -1.6414 -3.7811
C 0.3676 -1.5758 -5.0803
C 1.1900 -2.4446 -5.7485
C 1.5102 -2.1181 -7.0762
C 1.0168 -0.9642 -7.6675
C 0.1840 -0.0842 -6.9587
C -0.1182 -0.4257 -5.6662
H 1.5770 -3.3349 -5.2693
H 2.1513 -2.7804 -7.6446
H 1.2814 -0.7314 -8.6906
H -0.1978 0.8264 -7.4032
C -1.3866 -0.2121 4.4441
Si -0.9605 -1.6084 3.2916
C 0.0127 -2.8418 4.2719
C -2.5363 -2.3853 2.7216
Sb 0.2288 -0.6233 1.2500
Si 0.6165 -2.7479 -0.0956
C -1.0108 -3.3126 -0.7284
C 1.8594 -2.3831 -1.4055
C 1.3057 -4.0212 1.0571
Si 2.5153 -0.0020 2.1896
C 3.6043 0.2584 0.7210
C 2.2790 1.6131 3.0756
C 3.3040 -1.2134 3.3408
H -2.0249 -0.5860 5.2520
H -1.9308 0.5728 3.9170
H -0.4852 0.2249 4.8900
H -0.5483 -3.0865 5.1824
H 0.9882 -2.4519 4.5679
H 0.1804 -3.7660 3.7157
H -3.2262 -2.4763 3.5669
H -2.3609 -3.3843 2.3141
H -3.0233 -1.7892 1.9446
H -1.3990 -2.6656 -1.5214
H -1.7454 -3.3249 0.0796
H -0.9112 -4.3275 -1.1292
H 1.7308 -1.3736 -1.8074
H 1.7333 -3.0831 -2.2382
H 2.8704 -2.4869 -1.0027
H 0.5065 -4.5188 1.6136
H 2.0069 -3.5980 1.7814
H 1.8361 -4.7807 0.4713
H 3.0796 0.8576 -0.0313
H 3.8708 -0.6949 0.2566
H 4.5251 0.7789 1.0045
H 1.7201 2.3120 2.4482
H 3.2459 2.0661 3.3207
H 1.7187 1.4682 4.0071
H 3.4278 -2.1960 2.8767
H 2.7251 -1.3415 4.2578
H 4.2976 -0.8399 3.6170
C -0.0781 5.0122 4.1839
C -1.1216 3.8919 4.2119
C -1.0529 3.0720 3.0038
N -1.0141 2.4615 2.0421
H -0.1763 5.6121 5.0861
H -0.2261 5.6564 3.3173
H 0.9308 4.6029 4.1435
H -2.1331 4.2924 4.2727
H -0.9815 3.2291 5.0648

***

# C21H42BMnNO3P2

A molecular structure, C21H42BMnNO3P2 in a non-equilibrium geometry (ωB97M-V/def2-TZVPD, the Open Molecules 2025 dataset).

Properties
Gap between HOMO and LUMO (spin up / spin down) (eV): 6.06 / 7.22
Energy relative to the best compared isomer or geometry (same formula, charge and spin) (kcal/mol): 0.0
Total charge: 0
HOMO energy (spin up / spin down) (eV): -6.33 / -6.69
2S+1: 4

Cartesian coordinates (Å):
Mn 1.1055 0.1837 0.3718
P 0.7954 2.6158 -0.0624
P 1.3744 -2.2534 0.8221
N 1.9628 0.0178 -1.1879
H -0.1704 1.9890 3.3359
C 1.9809 3.8182 0.7194
H 1.7526 4.8661 0.4520
H 3.0042 3.5718 0.3887
H 1.9369 3.7051 1.8163
C -0.8340 3.3432 0.4287
H -0.8449 4.4414 0.3119
H -1.0428 3.0834 1.4799
H -1.6206 2.8973 -0.2019
C 0.9203 3.0565 -1.8478
H 0.6265 4.1053 -2.0288
H 0.2663 2.3779 -2.4193
H 1.9583 2.8970 -2.1824
C 2.7790 -2.8218 1.9007
H 2.8247 -3.9232 1.9805
H 2.6569 -2.3880 2.9076
H 3.7257 -2.4469 1.4759
C -0.0645 -3.1033 1.6160
H 0.1483 -4.1670 1.8236
H -0.9339 -3.0253 0.9422
H -0.3082 -2.5844 2.5581
C 1.6447 -3.2342 -0.7152
H 1.6429 -4.3195 -0.5127
H 2.6096 -2.9377 -1.1582
H 0.8451 -2.9821 -1.4306
C 2.6062 -0.0546 -2.3916
C 4.6273 0.1538 -3.7513
C 3.9920 0.2320 -2.5078
C 1.8845 -0.4207 -3.5596
C 2.5330 -0.4938 -4.7947
C 3.9052 -0.2082 -4.9005
H 5.6973 0.3778 -3.8261
H 4.5445 0.5136 -1.6059
H 0.8167 -0.6388 -3.4613
H 1.9632 -0.7766 -5.6870
H 4.4079 -0.2674 -5.8714
C 0.3150 0.9972 3.4816
O 0.6710 0.4908 2.2239
C 1.5737 1.2015 4.3352
H 1.3734 0.9102 5.3818
H 1.8950 2.2580 4.3226
H 2.3989 0.5771 3.9525
C -0.6963 0.0561 4.1463
H -0.1827 -0.7037 4.7614
H -1.2975 -0.4598 3.3768
H -1.3861 0.6264 4.7895
C -3.2745 -2.1083 0.6984
C -2.9622 -1.2669 -0.5698
C -3.8331 -1.8368 -1.7072
O -1.5834 -1.4046 -0.8971
B -1.0048 -0.1642 -0.3482
O -2.0090 0.6946 0.2853
C -3.1945 0.2656 -0.3164
C -3.4209 1.0852 -1.6216
C -4.3765 0.5877 0.6285
H -3.0653 -3.1833 0.5171
H -4.3504 -2.0517 0.9674
H -2.6849 -1.7535 1.5706
H -3.6286 -2.9205 -1.8422
H -4.9123 -1.7069 -1.4737
H -3.6078 -1.3437 -2.6744
H -4.3779 0.7972 -2.1058
H -3.4867 2.1692 -1.3917
H -2.5934 0.9363 -2.3464
H -4.2273 0.1472 1.6364
H -4.4559 1.6854 0.7857
H -5.3346 0.2183 0.2064

***

# C21H42IN4O17

6 unconnected molecules or ions with the total composition C21H42IN4O17 in a non-equilibrium geometry (ωB97M-V/def2-TZVPD, the Open Molecules 2025 dataset).

Properties
Gap between HOMO and LUMO (eV): 9.20
Total charge: +1
HOMO energy (eV): -12.09

Cartesian coordinates (Å):
C 1.7255 -0.8287 -0.7572
C 0.2231 -1.1943 -0.7325
C -0.4846 -1.2846 -2.1195
I 0.6629 -0.5910 -3.7985
N -1.7542 -0.5150 -2.1512
C -2.7648 -0.7640 -1.3396
N -2.8563 -1.7213 -0.3863
C -4.0406 -1.5306 0.1668
N -4.6808 -0.5450 -0.4057
N -3.8942 -0.0442 -1.3623
C -4.2125 1.1008 -2.2371
O -5.5429 1.4752 -2.1180
O -5.7777 2.1137 -0.9041
H 2.2961 -1.6350 -1.2299
H 2.0513 -0.7671 0.2934
H 1.8968 0.1587 -1.1951
H -0.2782 -0.4442 -0.0986
H 0.0813 -2.1618 -0.2383
H -0.7290 -2.3354 -2.3048
H -1.8324 0.2378 -2.8201
H -4.3959 -2.1320 0.9948
H -5.6015 -0.2173 -0.1371
H -3.9092 0.9218 -3.2748
H -3.6004 1.9421 -1.8516
H -5.2675 2.9445 -0.8698
C 2.0453 -4.3122 5.6661
O 1.6703 -4.0768 4.3041
C 0.5435 -3.3874 4.1573
O -0.1543 -2.9646 5.0407
O 0.3134 -3.2410 2.8431
C -0.8723 -2.5154 2.5417
H 2.9730 -4.8787 5.6558
H 2.2172 -3.3705 6.1853
H 1.2839 -4.8981 6.1783
H -0.8157 -1.5010 2.9395
H -1.7498 -3.0313 2.9332
H -0.9559 -2.4603 1.4615
C 0.3634 5.9772 -0.5997
O -0.0762 4.6162 -0.7232
C -1.0070 4.2572 0.1562
O -1.4884 4.9497 1.0088
O -1.3210 2.9647 -0.0702
C -2.3081 2.4511 0.8206
H 1.1176 6.1420 -1.3657
H -0.4643 6.6640 -0.7670
H 0.8122 6.1478 0.3776
H -3.2449 3.0017 0.7194
H -1.9572 2.4885 1.8507
H -2.4797 1.4092 0.5481
C 2.3380 3.3125 -1.2273
O 3.6221 2.8848 -1.6769
C 4.3311 3.8470 -2.2774
O 3.9694 4.9826 -2.4492
O 5.5003 3.3299 -2.6494
C 6.3696 4.2539 -3.3101
H 1.8546 2.4578 -0.7585
H 2.4338 4.1043 -0.4869
H 1.7256 3.6394 -2.0644
H 6.6213 5.0833 -2.6509
H 5.9143 4.6205 -4.2290
H 7.2804 3.7162 -3.5602
C -6.4143 3.0304 -4.2704
O -6.2895 3.6958 -5.5228
C -6.2625 2.8684 -6.5742
O -6.3278 1.6663 -6.5226
O -6.1482 3.6028 -7.6762
C -6.1059 2.8460 -8.8897
H -6.4239 3.7931 -3.4941
H -7.3488 2.4726 -4.2220
H -5.5702 2.3743 -4.1068
H -7.0256 2.2781 -9.0206
H -5.2421 2.1827 -8.8992
H -6.0124 3.5550 -9.7077
C 7.1350 -6.7379 4.8189
O 7.6916 -6.8841 6.1248
C 6.7874 -6.9339 7.1053
O 5.5923 -6.8668 6.9693
O 7.4380 -7.0711 8.2607
C 6.5910 -7.1397 9.4087
H 7.9644 -6.7106 4.1167
H 6.4966 -7.5862 4.5754
H 6.5776 -5.8051 4.7403
H 5.9310 -8.0040 9.3489
H 6.0118 -6.2232 9.5149
H 7.2348 -7.2499 10.2775

***

# C21H42O7

7 unconnected molecules or ions with the total composition C21H42O7 in a non-equilibrium geometry (ωB97M-V/def2-TZVPD, the Open Molecules 2025 dataset).

Properties
Gap between HOMO and LUMO (eV): 9.56
SMILES: CC(C)=O.CC(C)=O.CC(C)=O.CC(C)=O.CC(C)=O.CC(C)=O.CC(C)=O
Energy relative to the best compared isomer or geometry (same formula, charge and spin) (kcal/mol): 19.2
Total charge: 0
HOMO energy (eV): -9.19

Cartesian coordinates (Å):
C 0.1901 0.6309 -1.1017
C -0.4225 -0.6820 -0.5891
C -1.3125 -1.5142 -1.4396
O -0.1550 -1.0634 0.5099
H 0.8278 1.1136 -0.3612
H -0.6133 1.3526 -1.2493
H 0.7185 0.5325 -2.0500
H -2.3402 -1.6053 -1.0882
H -0.8668 -2.5070 -1.3773
H -1.2852 -1.1149 -2.4535
C -0.1938 3.0437 -4.1112
C -0.1730 3.7177 -2.7461
C 1.0528 4.3659 -2.1900
O -1.1581 3.5017 -2.0854
H -1.1615 3.2497 -4.5686
H -0.0148 1.9774 -3.9733
H 0.6245 3.5136 -4.6569
H 0.8314 4.6155 -1.1523
H 1.2708 5.2980 -2.7112
H 1.9636 3.7713 -2.2611
C -2.1561 -4.1697 1.9685
C -2.7693 -2.9678 2.5835
C -3.3781 -1.9356 1.7287
O -2.7404 -2.8220 3.7967
H -2.7976 -4.9551 2.3681
H -1.1400 -4.2914 2.3438
H -2.1733 -4.2411 0.8810
H -2.7542 -1.0680 1.5141
H -4.3349 -1.5705 2.1021
H -3.6390 -2.4291 0.7925
C 0.4538 -0.6871 3.7907
C 1.8751 -0.5458 3.4536
C 2.3313 0.6215 2.6342
O 2.6208 -1.4055 3.8876
H 0.2272 0.0217 4.5872
H 0.1704 -1.6648 4.1804
H -0.1856 -0.3475 2.9759
H 3.2544 1.0861 2.9811
H 1.6450 1.4382 2.8576
H 2.3409 0.3857 1.5701
C 2.6814 -2.6056 -0.3279
C 2.8077 -3.6603 0.8112
C 1.6238 -3.9259 1.6841
O 3.8837 -4.1620 1.0253
H 1.8242 -2.8732 -0.9457
H 3.5487 -2.5806 -0.9877
H 2.4218 -1.6758 0.1781
H 1.9273 -4.1671 2.7028
H 1.1128 -4.8192 1.3249
H 0.8796 -3.1336 1.6026
C 4.7229 2.4517 -2.0958
C 3.5520 1.5138 -2.3638
C 3.4537 0.2141 -1.5498
O 2.8575 1.6210 -3.3540
H 4.7368 2.7400 -1.0447
H 4.6760 3.3173 -2.7566
H 5.6081 1.8535 -2.3116
H 3.2864 0.4188 -0.4924
H 4.3904 -0.3096 -1.7404
H 2.6469 -0.3757 -1.9851
C -5.4310 1.3476 1.0407
C -4.3716 1.4301 -0.0013
C -4.1491 2.7812 -0.6584
O -3.7869 0.4718 -0.4116
H -5.8563 0.3489 1.1402
H -6.2413 1.9892 0.6947
H -5.0146 1.7588 1.9603
H -3.6401 3.4389 0.0462
H -5.1345 3.1808 -0.8982
H -3.6496 2.7620 -1.6271

***

# C21H43Cl2N5O3P

3 unconnected molecules or ions with the total composition C21H43Cl2N5O3P in a non-equilibrium geometry (ωB97M-V/def2-TZVPD, the Open Molecules 2025 dataset).

Properties
Gap between HOMO and LUMO (spin up / spin down) (eV): 5.82 / 6.76
Energy relative to the best compared isomer or geometry (same formula, charge and spin) (kcal/mol): 0.0
Total charge: +1
HOMO energy (spin up / spin down) (eV): -10.13 / -11.08
2S+1: 3

Cartesian coordinates (Å):
N 4.4146 -0.6631 -0.2762
C 3.3478 -1.3638 -0.6094
N 3.5172 -2.6258 -1.2501
Cl 3.5994 -3.7197 0.1173
C 2.2174 -2.7356 -1.9641
C 1.2299 -2.1393 -0.9751
N 2.0792 -1.0290 -0.3920
P 1.4530 0.6043 -0.9190
O 2.7535 1.4567 -1.3267
Cl 1.0216 1.4986 0.8334
H 4.4398 -0.1608 0.5959
H 5.2318 -0.6608 -0.8590
H 2.2991 -2.0353 -2.7923
H 2.0263 -3.7381 -2.3137
H 0.4146 -1.7003 -1.5379
H 0.8854 -2.7840 -0.1808
H 3.1452 1.0841 -2.1233
C -1.5281 3.5433 5.8109
C -0.4637 2.7796 6.6304
C 0.3690 3.7444 7.4772
C 1.3696 4.5608 6.6627
C 2.2748 3.6315 5.8551
C 1.4888 2.6688 4.9667
N 0.4243 1.9609 5.7452
O 0.9551 0.9959 6.4216
C 0.9072 3.4522 3.7719
C 2.4323 1.6396 4.3559
C -1.2601 1.8735 7.5594
H -1.8730 4.4176 6.3625
H -1.1944 3.8918 4.8400
H -2.3931 2.9070 5.6231
H 0.9161 3.1732 8.2334
H -0.3049 4.4062 8.0221
H 0.8455 5.2638 6.0088
H 1.9796 5.1665 7.3341
H 2.9551 4.2153 5.2311
H 2.9004 3.0605 6.5475
H 0.1576 2.8603 3.2436
H 1.7027 3.6908 3.0649
H 0.4663 4.4071 4.0462
H 2.9936 1.0961 5.1121
H 3.1492 2.1488 3.7113
H 1.8798 0.9155 3.7532
H -1.8113 1.1209 6.9964
H -1.9746 2.4834 8.1121
H -0.6288 1.3624 8.2825
C -3.3065 -2.0385 -3.5238
C -2.2846 -1.3246 -4.4365
C -2.9637 -0.7731 -5.6905
C -3.3304 -1.8543 -6.7024
C -2.0951 -2.6792 -7.0673
C -1.4038 -3.2847 -5.8457
N -1.1532 -2.2385 -4.7981
O -0.1017 -1.5463 -5.0990
C -2.2672 -4.4443 -5.3080
C -0.0797 -3.9202 -6.2504
C -1.7586 -0.1615 -3.6145
H -4.2813 -1.5580 -3.6000
H -3.4522 -3.0898 -3.7404
H -2.9926 -1.9852 -2.4799
H -2.2917 -0.0568 -6.1736
H -3.8497 -0.2102 -5.3947
H -4.1246 -2.4933 -6.3070
H -3.7343 -1.3885 -7.6019
H -2.3705 -3.4851 -7.7492
H -1.3904 -2.0409 -7.6088
H -1.9368 -4.7554 -4.3159
H -2.1749 -5.3032 -5.9703
H -3.3293 -4.2153 -5.2683
H 0.5800 -3.2172 -6.7537
H -0.2712 -4.7420 -6.9372
H 0.4435 -4.3213 -5.3801
H -1.1883 -0.5347 -2.7616
H -2.5896 0.4366 -3.2418
H -1.1123 0.4998 -4.1883